1.
DFT (ωB97M-V/def2-TZVPD) results for a molecular structure, C3H4N2O3.

Output
- Max |F|: 8.72 eV Å⁻¹
- Total charge: 0
- Relative energy (zero: lowest compared OMol25 entry of this formula, charge and spin): 135.9 kcal/mol
- Lowest unoccupied orbital energy: -0.65 eV
- Orbital gap: 9.6 eV
- HOMO energy: -10.25 eV

Each line ends with the natural charge from an NBO analysis.
Geometry (Å):
O 2.141 0.446 0.566  -0.49
O -0.270 1.470 0.244  -0.53
O -0.921 0.936 -2.208  -0.57
N -0.478 -2.013 0.978  -0.56
N -0.789 0.227 0.115  -0.19
C 1.503 -0.461 0.939  0.43
C -0.118 -0.811 0.758  0.33
C -1.124 0.064 -1.178  0.50
H 2.095 -1.654 1.206  0.12
H 0.624 1.611 -0.240  0.50
H -1.673 -0.927 -1.109  0.13
H -1.339 -2.099 0.555  0.34


2.
DFT (ωB97M-V/def2-TZVPD) results for a molecular structure, C36H34AsNO6P2PdS3.

Output
- Max |F|: 0.72 eV Å⁻¹
- Total charge: 0
- Relative energy (zero: lowest compared OMol25 entry of this formula, charge and spin): 0.0 kcal/mol
- Lowest unoccupied orbital energy: -1.69 eV
- Orbital gap: 6.7 eV
- HOMO energy: -8.34 eV

Each line ends with the Löwdin charge.
Geometry (Å):
Pd -0.989 -0.043 -0.835  0.94
As -2.204 0.966 1.951  0.76
S -0.137 1.840 2.305  0.53
S -2.648 -2.248 -1.140  0.53
S 0.097 0.277 -2.925  0.47
P 1.111 0.475 1.354  0.57
P 1.733 0.581 -1.776  0.51
O -1.128 -2.082 -1.041  -0.47
O -3.011 -3.519 -0.578  -0.29
O -2.328 0.105 3.479  -0.29
O -3.232 2.209 1.984  -0.43
O -3.104 -1.960 -2.478  -0.30
O -1.630 1.776 -0.510  -0.30
N -2.135 -0.450 0.789  -0.24
C 2.798 0.993 1.700  -0.33
C 3.663 2.272 -2.903  -0.08
C 2.981 -0.710 -1.922  -0.33
C 0.292 -3.602 3.240  -0.06
C 5.081 0.434 2.191  -0.07
C 2.622 -1.953 -2.440  -0.09
C 2.538 2.157 -2.093  -0.34
C -2.824 1.601 -1.133  -0.35
C -3.220 2.648 -1.977  0.00
C 4.196 3.526 -3.165  -0.07
C 5.135 -1.587 -1.302  -0.07
C -4.558 -1.303 0.760  -0.50
C -5.302 -0.144 1.442  -0.05
C 3.755 0.047 2.053  -0.07
C 0.778 -2.252 1.314  -0.08
C -4.373 2.564 -2.713  -0.06
C 0.900 0.513 -0.296  -0.61
C 4.779 -2.822 -1.829  -0.07
C 2.465 4.546 -1.835  -0.07
C 1.928 3.297 -1.570  -0.09
C 0.618 -1.234 3.501  -0.12
C 4.487 2.701 1.627  -0.06
C -5.125 1.391 -2.673  -0.06
C -5.606 -2.033 -0.122  -0.05
C -3.308 -0.769 -0.062  -0.41
C -4.099 -2.266 1.865  -0.05
C -3.614 0.417 -1.024  -0.14
C 3.162 2.323 1.490  -0.09
C 0.828 -1.125 2.126  -0.37
C 5.445 1.756 1.975  -0.07
C 4.239 -0.530 -1.347  -0.10
C 3.525 -3.005 -2.396  -0.07
C -4.736 0.351 -1.862  -0.04
C 0.358 -2.477 4.056  -0.07
C 3.601 4.659 -2.627  -0.07
C 0.503 -3.492 1.875  -0.05
H 0.196 -2.567 5.122  0.11
H -4.995 -2.653 2.356  0.09
H 0.060 -4.566 3.673  0.11
H -4.748 0.295 2.272  0.05
H 2.413 3.055 1.217  0.09
H 0.638 -0.349 4.126  0.10
H 3.468 -0.985 2.214  0.11
H 1.634 -2.093 -2.863  0.08
H 4.123 1.389 -3.330  0.11
H -2.577 3.517 -2.014  0.12
H 0.916 -2.164 0.243  0.08
H -6.090 -2.797 0.487  0.09
H 3.245 -3.969 -2.800  0.11
H 4.773 3.731 1.462  0.11
H 0.424 -4.362 1.236  0.12
H 1.027 3.193 -0.969  0.11
H -6.232 -0.545 1.852  0.10
H -6.385 -1.345 -0.446  0.08
H -3.520 -1.753 2.625  0.05
H 4.020 5.636 -2.833  0.11
H -6.008 1.285 -3.289  0.11
H -5.555 0.655 0.746  0.09
H -5.204 -2.540 -0.995  0.07
H 6.110 -1.444 -0.855  0.11
H 1.991 5.431 -1.431  0.11
H -3.530 -3.108 1.481  0.07
H 4.516 0.430 -0.920  0.10
H -1.892 -0.757 3.400  0.01
H 5.482 -3.644 -1.796  0.11
H -5.310 -0.558 -1.889  0.09
H 5.073 3.618 -3.792  0.11
H -4.675 3.390 -3.345  0.11
H 6.479 2.054 2.083  0.11
H 5.827 -0.298 2.468  0.11


3.
DFT (ωB97M-V/def2-TZVPD) results for a molecular structure, C33H29CoN5O8S.

Output
- Max |F|: 0.21 eV Å⁻¹
- Total charge: 0
- Relative energy (zero: lowest compared OMol25 entry of this formula, charge and spin): 0.0 kcal/mol
- Lowest unoccupied orbital energy (spin up / spin down): -0.39 / -0.38 eV
- Orbital gap (spin up / spin down): 7.3 / 7.3 eV
- Spin multiplicity: 2
- HOMO energy (spin up / spin down): -7.69 / -7.67 eV

Each line ends with the Löwdin spin population.
Geometry (Å):
Co -0.486 0.051 0.227  0.94
S -0.936 -4.619 -0.119  0.00
O -0.196 -5.406 0.830  0.00
O -0.369 -0.768 -1.513  0.00
O 0.971 1.220 -0.266  -0.01
O -1.931 -1.183 0.703  0.00
O 5.683 1.129 -0.733  0.00
O -0.771 -4.932 -1.516  0.00
O -1.212 3.072 -4.369  0.00
O -0.187 2.078 -2.673  0.00
N -0.681 1.004 1.952  0.00
N -0.698 -3.034 0.133  0.00
N 1.063 -0.963 1.558  0.03
N -2.107 1.483 -0.228  0.04
N 1.488 4.086 -2.235  0.00
C -4.885 -5.326 0.702  0.00
C -4.295 -2.995 0.974  0.00
C 2.961 -2.282 2.125  0.00
C 4.437 0.676 -1.018  0.00
C 2.209 -0.571 3.609  0.00
C 0.170 0.764 2.952  0.00
C 4.389 -0.430 -1.889  0.00
C 1.193 -0.293 2.704  0.00
C 0.746 4.141 -3.487  0.00
C -4.401 3.010 -0.271  0.00
C -1.808 -2.420 0.484  0.00
C 0.535 -1.869 -3.334  0.00
C -3.002 -3.321 0.611  0.00
C -3.657 2.898 0.894  0.00
C 3.283 1.225 -0.508  0.00
C -0.321 3.054 -3.560  0.00
C 2.014 0.673 -0.812  0.00
C -2.664 -4.621 0.297  0.00
C 3.169 -0.941 -2.231  0.00
C -1.632 1.934 2.067  0.00
C 5.793 2.222 0.159  0.00
C -5.236 -4.016 1.019  0.00
C -3.981 2.345 -1.409  0.00
C 0.077 1.465 4.148  0.00
C -3.583 -5.648 0.332  0.00
C 1.958 -0.428 -1.721  0.00
C -2.506 2.123 0.872  0.00
C -0.903 2.431 4.281  0.00
C 0.684 -0.985 -2.130  0.00
C 1.916 -1.940 1.280  0.00
C -2.824 1.582 -1.340  0.00
C -1.767 2.679 3.230  0.00
C 3.109 -1.581 3.306  0.00
H 3.287 2.066 0.170  0.00
H 1.424 3.940 -4.318  0.00
H -0.245 -1.437 -3.961  0.00
H 3.632 -3.086 1.856  0.00
H 5.289 3.108 -0.236  0.00
H -4.531 2.410 -2.337  0.00
H -3.303 -6.663 0.082  0.00
H -3.981 3.395 1.797  0.00
H -4.551 -1.971 1.213  0.00
H 5.373 1.976 1.137  0.00
H 3.911 -1.817 3.993  0.00
H -0.991 2.993 5.201  0.00
H 2.307 -0.017 4.531  0.00
H 2.460 4.330 -2.349  0.00
H -6.257 -3.794 1.301  0.00
H 0.259 5.095 -3.697  0.00
H -5.304 3.607 -0.283  0.00
H 3.141 -1.792 -2.898  0.00
H 0.752 1.258 4.964  0.00
H 5.312 -0.845 -2.267  0.00
H 0.518 2.290 -2.021  0.00
H -2.526 3.442 3.311  0.00
H -5.635 -6.105 0.743  0.00
H -2.447 1.042 -2.197  0.00
H 1.088 4.683 -1.525  0.00
H 0.178 -2.844 -2.991  0.00
H 6.856 2.424 0.259  0.00
H 1.437 -1.987 -3.925  0.00
H 1.738 -2.474 0.357  0.00


4.
DFT (ωB97M-V/def2-TZVPD) results for a single C6H14 molecule.

Output
- Max |F|: 4.52 eV Å⁻¹
- Total charge: 0
- SMILES string: CCCC(C)C
- Relative energy (zero: lowest compared OMol25 entry of this formula, charge and spin): 27.5 kcal/mol
- Lowest unoccupied orbital energy: 1.13 eV
- Orbital gap: 11.3 eV
- HOMO energy: -10.14 eV

Each line ends with the natural charge from an NBO analysis.
Geometry (Å):
C 0.716 1.343 -0.754  -0.40
C -0.318 2.309 -0.088  -0.63
C 1.080 0.012 -0.043  -0.40
C -0.109 -0.781 0.418  -0.22
C -1.305 -0.813 -0.643  -0.60
C 0.311 -2.104 1.091  -0.61
H 1.010 -1.883 1.969  0.21
H 1.620 1.914 -1.000  0.21
H 0.835 -2.698 0.306  0.20
H -0.863 -1.422 -1.581  0.18
H -2.107 -1.413 -0.194  0.21
H 0.211 1.108 -1.724  0.20
H -0.450 -2.791 1.499  0.22
H -1.312 2.312 -0.612  0.21
H -0.518 2.057 0.977  0.21
H 1.651 -0.652 -0.724  0.20
H 1.761 0.276 0.806  0.20
H -1.570 0.203 -0.916  0.21
H -0.784 -0.257 1.141  0.19
H 0.141 3.280 0.072  0.22


5.
DFT (ωB97M-V/def2-TZVPD) results for a single C6H12O molecule.

Output
- Max |F|: 0.33 eV Å⁻¹
- Total charge: 0
- SMILES string: COCC1(C)CC1
- Relative energy (zero: lowest compared OMol25 entry of this formula, charge and spin): 45.8 kcal/mol
- Lowest unoccupied orbital energy: 1.06 eV
- Orbital gap: 10.5 eV
- HOMO energy: -9.47 eV

Each line ends with the natural charge from an NBO analysis.
Geometry (Å):
O 1.586 0.570 0.003  -0.55
C -0.773 0.196 0.299  -0.10
C 2.552 -0.345 -0.438  -0.25
C -1.484 -1.065 -0.131  -0.41
C -0.758 -0.243 -1.145  -0.39
C -1.670 1.367 0.711  -0.60
C 0.616 0.138 0.937  -0.05
H -2.032 1.920 -0.162  0.21
H 0.164 -0.662 -1.543  0.21
H -2.551 1.038 1.278  0.21
H 2.590 -0.338 -1.537  0.18
H 0.671 0.827 1.791  0.18
H 3.533 -0.042 -0.057  0.18
H -1.292 0.372 -1.862  0.21
H 0.859 -0.867 1.315  0.17
H -2.571 -1.035 -0.144  0.21
H -1.135 2.084 1.346  0.21
H 2.347 -1.375 -0.111  0.17
H -1.061 -2.029 0.144  0.21


Question: max |F| of number 4 (C6H14)?
Answer: 4.52 eV Å⁻¹